{
  "formula": "C36H18F15GeMnN4S",
  "method": "wB97M-V/def2-TZVPD",
  "symbols": ["Mn", "C", "N", "C", "C", "C", "C", "C", "C", "N", "C", "C", "C", "C", "C", "C", "N", "C", "C", "C", "C", "C", "N", "H", "H", "H", "H", "H", "H", "H", "H", "H", "H", "H", "H", "H", "H", "H", "H", "H", "H", "F", "C", "C", "C", "F", "C", "F", "C", "F", "C", "F", "Ge", "S", "C", "C", "F", "C", "F", "C", "F", "C", "F", "C", "F", "C", "C", "F", "C", "F", "C", "F", "C", "F", "C", "F"],
  "xyz": [[-0.25606, 1.34180, 0.21979], [-0.51399, 3.87539, 1.76579], [-0.62671, 2.40034, 2.00311], [0.38887, 1.91352, 2.97584], [1.71065, 1.72677, 2.28296], [2.92351, 1.86592, 2.92483], [4.08965, 1.60693, 2.21793], [4.00547, 1.23507, 0.88511], [2.76001, 1.11778, 0.30341], [1.63253, 1.34828, 0.99197], [-2.01003, 2.05613, 2.43201], [-2.89628, 1.97822, 1.21816], [-4.24316, 2.27070, 1.25288], [-4.99729, 2.10501, 0.09816], [-4.37771, 1.65594, -1.05672], [-3.02361, 1.38690, -1.02483], [-2.29471, 1.54455, 0.08937], [0.12350, 4.27290, 0.45449], [0.58955, 5.56183, 0.26022], [1.08351, 5.90867, -0.98734], [1.10242, 4.95894, -1.99941], [0.63395, 3.69127, -1.72112], [0.14932, 3.35851, -0.51645], [-1.52256, 4.29289, 1.78038], [0.02617, 4.33194, 2.59660], [0.47244, 2.58885, 3.82920], [0.05559, 0.94487, 3.35169], [2.95487, 2.16706, 3.96320], [5.05225, 1.70045, 2.70253], [4.89116, 1.03407, 0.29943], [2.63453, 0.81874, -0.72850], [-1.99008, 1.08046, 2.91771], [-2.38586, 2.77879, 3.15826], [-4.69740, 2.62014, 2.17026], [-6.05612, 2.32761, 0.10274], [-4.92957, 1.51432, -1.97466], [-2.49112, 1.02875, -1.89505], [0.56181, 6.28178, 1.06789], [1.45182, 6.90984, -1.16752], [1.48000, 5.19284, -2.98451], [0.64286, 2.90664, -2.46800], [-0.70865, -4.88871, -0.29159], [-1.08704, -4.04556, 0.67049], [-0.83099, -2.69089, 0.50975], [-1.18217, -1.89527, 1.57482], [-0.90349, -0.55036, 1.57048], [-1.78900, -2.36359, 2.71956], [-2.09823, -1.51817, 3.70673], [-2.05599, -3.71845, 2.83223], [-2.63098, -4.19013, 3.91879], [-1.69605, -4.57093, 1.79769], [-1.92486, -5.86592, 1.90005], [0.13230, -2.15397, -1.10812], [0.08851, 0.05146, -1.55758], [1.95989, -2.74085, -0.76176], [2.57799, -2.26796, 0.38399], [1.88401, -1.45978, 1.21865], [3.87175, -2.58594, 0.73329], [4.42334, -2.08159, 1.83549], [4.59068, -3.44555, -0.08500], [5.82897, -3.76888, 0.22992], [3.99819, -3.97346, -1.22160], [4.67529, -4.80971, -1.98832], [2.69502, -3.62176, -1.54132], [2.15637, -4.18266, -2.62064], [-0.65604, -2.82496, -2.74274], [0.03162, -2.61898, -3.92926], [1.20376, -1.96778, -3.89468], [-0.45298, -3.03975, -5.15056], [0.23384, -2.83336, -6.26363], [-1.68652, -3.67506, -5.19796], [-2.17363, -4.07906, -6.35313], [-2.41863, -3.86499, -4.03555], [-3.60951, -4.44300, -4.08735], [-1.89897, -3.43031, -2.83024], [-2.65200, -3.58555, -1.73274]],
  "s2": 6.1029,
  "charge": 2,
  "e_homo_ev": [-13.76, -13.76],
  "max_force_ev_per_a": 0.14,
  "spin_multiplicity": 5
}